Density functional theory data (the ωB97M-V functional and the def2-TZVPD basis) for a cluster of 5 separate species, CH11NO5 in total.

Geometry as XYZ:
```
18
Properties=species:S:1:pos:R:3:forces:R:3:nbo_charge:R:1
C 2.274 2.080 0.467 -2.94 -2.40 -1.29 0.519
N 2.461 1.237 -0.601 1.26 1.37 0.65 -0.833
O 1.350 1.953 1.233 -0.10 0.00 0.66 -0.597
H 2.826 2.952 0.421 2.04 1.82 0.22 0.114
H 3.325 1.355 -1.081 0.29 -0.06 -0.54 0.378
H 1.838 0.535 -0.919 -0.49 -0.74 0.42 0.409
H -0.736 -1.741 1.401 -0.63 -1.07 0.20 0.466
H -1.182 -0.509 0.996 -1.23 0.61 -0.33 0.482
O -1.603 -1.373 1.149 1.81 0.45 0.00 -0.940
H -1.692 -3.825 -1.623 -1.16 0.41 1.55 0.465
H -2.140 -2.823 -0.374 -0.55 -3.11 -1.78 0.504
O -2.356 -3.746 -0.874 1.75 2.83 0.36 -0.977
H 0.659 -0.812 -2.137 -2.64 2.64 -2.08 0.462
H 1.865 -1.546 -2.181 5.94 -1.35 -3.99 0.457
O 1.163 -1.411 -1.698 -3.42 -1.29 5.95 -0.907
H -3.115 2.167 1.470 1.84 0.22 -1.49 0.482
H -1.834 2.869 0.797 0.41 0.95 0.44 0.477
O -2.389 2.108 0.769 -2.17 -1.27 1.04 -0.958
```
Positions in Å, forces in eV/Å.

Output
- SMILES string = NC=O.O.O.O.O
- relative energy (zero: lowest compared OMol25 entry of this formula, charge and spin) (kJ/mol) = 196.4
- lowest unoccupied orbital energy (eV) = 0.27
- DFT total energy (eV) = -12942.09568
- 2S+1 = 1
- HOMO level (eV) = -10.37